Entry 1:
C5H11NPV as an isolated structure. Source: OMol25; level of theory: ωB97M-V/def2-TZVPD.

Geometry as ORCA input:
```
! wB97M-V def2-TZVPD RIJCOSX def2/J DEFGRID3
* xyz 1 2
C 0.5379 0.0594 -1.9176
C -0.7454 -0.6561 -1.8628
C -0.5505 -1.8176 -1.1139
C 0.8571 -1.8439 -0.6906
C 1.5457 -0.7515 -1.3064
V 0.0781 0.0455 0.3117
P -0.4459 2.2165 0.7128
H 0.7178 0.9785 -2.4797
H -1.6820 -0.3102 -2.3026
H -1.3044 -2.5613 -0.8514
H 2.6134 -0.5377 -1.2526
H 1.3279 -2.6582 -0.1350
H -1.4132 2.4721 1.7142
H -0.9699 2.9836 -0.3577
H 0.6048 3.0634 1.1440
N -0.2524 -0.1357 2.3344
H -1.2462 0.0875 2.5666
H 0.3889 0.4891 2.8729
H -0.0622 -1.1241 2.6130
*
```

Properties
- Energy: -41821.7041 eV
- F_max: 0.0576 Eh/bohr
- Expectation value of S²: 0.86

Entry 2:
An isolated ion of composition C3H8N2OS and charge +1. Source: OMol25; level of theory: ωB97M-V/def2-TZVPD.

Geometry as ORCA input:
```
! wB97M-V def2-TZVPD RIJCOSX def2/J DEFGRID3
* xyz 1 2
N -0.8483 1.9872 -0.1428
C -0.5523 0.6693 0.0890
C 1.0074 0.4254 0.3614
S 1.2557 -0.5312 1.8210
C -0.8130 -0.3002 -1.1697
N -1.0042 -1.6070 -0.8109
O -0.5959 0.1222 -2.2612
H -1.7946 2.3008 0.0520
H 1.9306 -1.5844 1.3290
H -0.4914 2.4120 -0.9938
H -1.1368 0.3145 0.9422
H 1.4748 0.0256 -0.5366
H 1.4640 1.3972 0.5195
H -1.4183 -1.7514 0.1026
H -1.5248 -2.1375 -1.5026
*
```

Properties
- F_max: 0.0254 Eh/bohr
- Expectation value of S²: 0.76
- Relative energy (zero: lowest compared OMol25 entry of this formula, charge and spin): 0.1 kJ/mol

Entry 3:
C4H16O9Sr as an isolated structure. Source: OMol25; level of theory: ωB97M-V/def2-TZVPD.

Geometry as ORCA input:
```
! wB97M-V def2-TZVPD RIJCOSX def2/J DEFGRID3
* xyz 0 1
Sr 0.1714 -0.4074 0.1136
C -0.7680 2.9571 2.9795
C -0.6862 1.9245 1.8818
O -1.0993 0.7523 2.2001
O -0.2260 2.2070 0.7521
H -1.7456 3.4364 2.9847
H 0.0058 3.7130 2.8417
H -0.6343 2.4654 3.9413
C -0.3888 0.5183 -4.2921
C -0.1240 0.2925 -2.8151
O 0.3884 -0.8265 -2.4547
O -0.5127 1.1477 -1.9938
H -1.4662 0.4306 -4.4416
H 0.1509 -0.1867 -4.9163
H -0.1363 1.5441 -4.5666
O -0.8397 -2.6779 1.1668
H -0.3346 -3.4911 1.2512
H -1.7575 -2.9491 1.2501
O -2.4738 -0.7589 -0.4172
H -2.9809 -1.4137 0.0670
H -3.1181 -0.2447 -0.9108
O 1.3155 -0.9836 2.2842
H 0.7838 -0.7379 3.0523
H 2.0423 -1.5211 2.6062
O 2.0138 -2.2644 -0.5819
H 1.9078 -2.7313 -1.4176
H 2.4743 -2.8652 0.0097
O 2.3740 0.6684 -0.1346
H 2.9997 0.6042 -0.8603
H 2.6640 1.3979 0.4204
*
```

Properties
- F_max: 0.0372 Eh/bohr
- Relative energy (zero: lowest compared OMol25 entry of this formula, charge and spin): 59.9 kJ/mol

Entry 4:
C36H36Cl2FMoNO7PSSe3SiTe as an isolated structure. Source: OMol25; level of theory: ωB97M-V/def2-TZVPD.

Geometry as ORCA input:
```
! wB97M-V def2-TZVPD RIJCOSX def2/J DEFGRID3
* xyz -1 1
Mo 0.5169 -0.2590 -0.4383
Se 3.0344 -0.3957 -0.7643
Se 4.1148 -1.2160 1.1585
Te 2.7228 -0.1927 3.0064
Se 0.5956 -1.0492 1.8018
O -1.1754 -0.2679 -4.3559
S -1.2591 0.0588 -2.9567
O -1.7303 -1.0251 -2.1012
O -0.0176 0.6777 -2.4310
C -2.6034 1.2042 -2.7176
C -3.2849 1.7691 -3.7808
C -4.5287 2.3393 -3.5635
C -5.0864 2.3068 -2.2926
C -4.3913 1.7506 -1.2304
C -3.1298 1.1944 -1.4251
P -2.1796 0.3937 -0.0350
C -3.3937 -0.8440 0.5235
C -3.3710 -1.2284 1.8642
C -4.2715 -2.1636 2.3364
C -5.1943 -2.7349 1.4707
C -5.1927 -2.3860 0.1325
C -4.2916 -1.4451 -0.3462
C -2.6392 1.7763 1.1412
C -1.9182 2.9538 0.9557
C -2.2588 4.1229 1.6141
C -3.3402 4.1387 2.4829
C -4.0495 2.9680 2.7021
C -3.7053 1.7974 2.0385
H -2.8430 1.7155 -4.7670
H -5.0807 2.7716 -4.3875
H -6.0814 2.6998 -2.1278
H -4.8569 1.7053 -0.2565
H -2.6099 -0.8260 2.5234
H -4.2367 -2.4676 3.3748
H -5.8845 -3.4867 1.8312
H -5.8754 -2.8657 -0.5571
H -4.2468 -1.2132 -1.4018
H -1.0809 2.9355 0.2759
H -1.6892 5.0287 1.4444
H -3.6317 5.0555 2.9800
H -4.8961 2.9676 3.3774
H -4.2873 0.9045 2.2170
C 0.5095 -7.7775 -2.7353
C 0.5148 -6.7186 -3.8398
C 1.7754 -6.8811 -4.6833
C 1.8339 -5.8003 -5.7516
C 1.8179 -4.4598 -5.0710
C 2.4774 -3.3804 -5.6295
C 2.4431 -2.1459 -4.9983
F 3.0716 -1.1113 -5.5853
C 1.8065 -1.9668 -3.8007
C 1.1577 -3.0570 -3.2039
C 0.4791 -2.8936 -1.9543
O 0.5849 -1.7690 -1.3334
C -0.3599 -3.9547 -1.5148
C -0.3487 -5.1211 -2.2147
N 0.4591 -5.3625 -3.2742
C 1.1474 -4.3126 -3.8503
C -1.3565 -3.8097 -0.3684
O -2.1803 -4.7192 -0.2375
O -1.2544 -2.7785 0.3280
H 0.8068 -8.7379 -3.1537
H -0.4712 -7.8991 -2.2822
H 1.2193 -7.5050 -1.9547
H -0.3605 -6.8663 -4.4860
H 1.7770 -7.8726 -5.1372
H 2.6503 -6.7956 -4.0330
H 0.9721 -5.8916 -6.4211
H 2.7346 -5.8985 -6.3595
H 3.0124 -3.5008 -6.5618
H 1.7767 -0.9953 -3.3249
H -1.0301 -5.9033 -1.9180
C 0.4392 4.3059 -0.9589
Si 1.5670 2.9633 -0.1914
C 2.1556 3.5288 1.5229
C 3.0482 2.8825 -1.3780
O 0.7742 1.5365 -0.0278
H 1.0528 5.0030 -1.5300
H -0.0891 4.8922 -0.2066
H -0.2998 3.8860 -1.6437
H 2.8835 4.3372 1.4329
H 2.6352 2.7133 2.0650
H 1.3289 3.8941 2.1330
H 3.2915 3.8807 -1.7492
H 2.8164 2.2540 -2.2397
H 3.9400 2.4742 -0.9066
Cl -0.0254 1.5999 3.4813
C -0.6089 2.9719 4.4631
Cl 0.1032 2.9597 6.0811
H -1.6849 2.8821 4.5616
H -0.3243 3.9006 3.9791
*
```

Properties
- F_max: 0.1053 Eh/bohr
- Relative energy (zero: lowest compared OMol25 entry of this formula, charge and spin): 0.0 kJ/mol

Entry 5:
An isolated molecule of CH3NOP2S. Source: OMol25; level of theory: ωB97M-V/def2-TZVPD.

Geometry as ORCA input:
```
! wB97M-V def2-TZVPD RIJCOSX def2/J DEFGRID3
* xyz 0 1
C -0.5136 -0.3777 -0.9046
N 0.6712 -1.0568 -0.8267
O 1.2598 0.0713 1.3406
P 1.7513 -1.0532 0.2722
P 0.2442 1.5138 1.2277
S -0.4892 1.5067 -0.7866
H -1.0698 -0.5617 -1.8408
H -0.9885 -0.7404 0.0590
H -0.8654 0.6981 1.4593
*
```

Properties
- F_max: 0.0581 Eh/bohr
- SMILES: C1N=POPS1
- Relative energy (zero: lowest compared OMol25 entry of this formula, charge and spin): 67.3 kJ/mol

Entry 6:
A 15-piece molecular cluster, C62H94F12O41 overall. Source: OMol25; level of theory: ωB97M-V/def2-TZVPD.

Geometry as ORCA input:
```
! wB97M-V def2-TZVPD RIJCOSX def2/J DEFGRID3
* xyz -1 2
C -18.8256 -22.5857 -17.4097
O -19.4131 -21.3564 -16.9997
C -20.7509 -21.1184 -17.4523
C -21.5809 -19.9294 -16.7569
O -21.7544 -20.0961 -15.3252
C -22.6901 -19.1282 -14.8292
C -24.1836 -19.4981 -14.9394
O -24.6759 -20.4774 -13.9108
C -24.2385 -21.7552 -14.1040
H -18.8113 -22.5958 -18.4996
H -19.4051 -23.4716 -17.1499
H -17.8311 -22.7069 -16.9804
H -21.3350 -22.0354 -17.3742
H -20.6379 -20.8883 -18.5118
H -22.5300 -19.8351 -17.2846
H -21.0069 -19.0148 -16.9054
H -22.6317 -18.1677 -15.3410
H -22.4314 -18.9930 -13.7790
H -24.3956 -19.7662 -15.9744
H -24.7855 -18.6067 -14.7625
H -23.2044 -21.7304 -14.4478
H -24.7556 -22.2307 -14.9375
H -24.3557 -22.4154 -13.2447
C -20.4079 -26.5451 -21.7606
C -19.4516 -25.5638 -21.0990
O -19.7802 -24.2192 -21.5422
C -20.7855 -23.5584 -20.9496
O -21.3530 -23.9594 -19.9658
C -21.1462 -22.2159 -21.5873
F -20.6083 -21.2180 -20.8686
F -20.6490 -22.1538 -22.8510
F -22.4679 -21.9655 -21.6073
H -20.4575 -26.3442 -22.8308
H -21.4063 -26.4053 -21.3461
H -20.0200 -27.5471 -21.5772
H -18.4268 -25.6882 -21.4490
H -19.4074 -25.5976 -20.0104
C -18.8862 -26.8009 -17.3483
C -18.1396 -27.6454 -18.3400
O -17.2471 -26.9031 -19.2405
C -15.9472 -26.5738 -18.8310
O -15.4598 -26.9762 -17.7739
C -15.1939 -25.6749 -19.8773
F -16.0222 -25.1071 -20.7535
F -14.6303 -24.6854 -19.1872
F -14.2002 -26.3670 -20.4598
H -19.1945 -25.8235 -17.7193
H -18.1330 -26.5428 -16.6039
H -19.7332 -27.3613 -16.9523
H -18.8697 -28.1266 -18.9908
H -17.6387 -28.4388 -17.7852
C -20.8397 -23.3195 -13.5749
C -21.2123 -23.9704 -14.9239
O -22.2203 -24.9660 -14.7643
C -21.7974 -26.3099 -14.5026
O -20.5887 -26.6550 -14.4704
C -22.9465 -27.2547 -14.2974
F -22.6359 -28.4302 -14.9075
F -22.9926 -27.5160 -12.9626
F -24.0414 -26.7030 -14.8167
H -21.5819 -22.6409 -13.1545
H -19.8731 -22.8267 -13.6791
H -20.6561 -24.1852 -12.9385
H -20.3411 -24.4865 -15.3273
H -21.6830 -23.2481 -15.5909
C -23.8464 -23.8482 -17.7638
C -24.3758 -22.6016 -18.5471
O -25.3329 -21.8977 -17.7952
C -26.5141 -21.4622 -18.3484
O -26.8520 -21.6487 -19.5515
C -27.4815 -20.7823 -17.3584
F -28.5604 -21.5184 -17.2277
F -26.9021 -20.5203 -16.1152
F -27.9438 -19.6134 -17.8357
H -23.8727 -23.6934 -16.6852
H -22.8249 -24.0085 -18.1087
H -24.4476 -24.7528 -17.8547
H -24.6862 -22.8914 -19.5510
H -23.5510 -21.8930 -18.6218
C -23.7622 -15.1792 -17.2718
C -22.4346 -15.0366 -18.0806
C -21.2767 -15.4050 -17.2184
O -20.6382 -16.4795 -17.8324
C -21.2809 -16.7982 -18.9748
O -20.9066 -17.6027 -19.8436
O -22.4080 -16.0918 -19.0544
H -23.8754 -16.0339 -16.6048
H -24.6628 -15.1548 -17.8853
H -23.7327 -14.3335 -16.5848
H -22.2436 -14.1960 -18.7477
H -21.6370 -15.6464 -16.2184
H -20.5225 -14.6214 -17.1466
C -17.2613 -20.1672 -13.0163
C -18.1408 -19.6960 -14.2113
C -19.2627 -18.7118 -13.8076
O -18.9801 -17.6683 -14.7821
C -17.8286 -17.8441 -15.4504
O -17.3683 -17.0406 -16.2830
O -17.2999 -18.9964 -15.0784
H -16.2872 -20.6196 -13.2016
H -17.8419 -20.8272 -12.3718
H -17.0086 -19.3279 -12.3683
H -18.5539 -20.5804 -14.6962
H -19.0782 -18.3256 -12.8052
H -20.2558 -19.1505 -13.7104
C -22.9928 -24.0456 -11.0230
C -23.2105 -25.3085 -10.1769
C -22.0568 -26.1989 -10.1152
O -21.6462 -26.3130 -8.7612
C -22.3697 -25.4477 -8.0687
O -22.3854 -25.3448 -6.8440
O -23.2242 -24.8202 -8.8295
H -23.8146 -23.3701 -10.7855
H -22.9342 -24.2890 -12.0839
H -22.1292 -23.4297 -10.7721
H -24.1939 -25.7284 -10.3882
H -21.3236 -25.7032 -10.7515
H -22.1672 -27.2184 -10.4846
C -23.9960 -18.9575 -10.4227
C -23.7178 -17.4428 -10.5904
C -22.3015 -16.9002 -10.2863
O -21.8800 -16.4343 -11.4999
C -22.8476 -16.4848 -12.4308
O -22.7308 -16.1882 -13.6060
O -23.9010 -17.1346 -11.9711
H -23.1007 -19.5320 -10.6605
H -24.7471 -19.3209 -11.1241
H -24.3827 -19.2002 -9.4329
H -24.4112 -16.8347 -10.0094
H -21.6378 -17.6812 -9.9154
H -22.3325 -16.0939 -9.5534
C -26.8457 -24.6499 -15.3673
C -28.1844 -25.1973 -15.8443
C -28.4271 -26.6350 -15.4021
O -29.4172 -26.4952 -14.3982
C -29.8770 -25.2526 -14.4276
O -30.9376 -24.9156 -13.9003
O -29.1369 -24.4642 -15.1481
H -26.6850 -24.6939 -14.2901
H -26.6913 -23.6360 -15.7364
H -26.0491 -25.2732 -15.7734
H -28.2659 -25.1471 -16.9301
H -27.5475 -27.1021 -14.9591
H -28.8225 -27.2347 -16.2219
C -15.4524 -18.8483 -18.3245
C -16.7628 -19.5387 -18.5917
C -17.6599 -18.8187 -19.5718
O -18.0743 -19.9006 -20.4254
C -17.4538 -21.0382 -20.1209
O -17.7048 -22.1192 -20.6564
O -16.4102 -20.7776 -19.2726
H -14.9426 -18.5178 -19.2294
H -14.7116 -19.5128 -17.8797
H -15.5558 -17.9974 -17.6512
H -17.2086 -19.7438 -17.6184
H -17.1316 -18.0303 -20.1080
H -18.4955 -18.4821 -18.9582
C -13.1516 -22.2867 -16.9899
C -13.7213 -22.4071 -15.6084
C -14.9752 -21.6227 -15.3597
O -15.9801 -22.5658 -15.1859
C -15.4830 -23.8372 -15.2704
O -16.2354 -24.8114 -15.1907
O -14.1504 -23.7648 -15.3647
H -12.2136 -22.8418 -17.0054
H -12.9891 -21.2152 -17.1067
H -13.7834 -22.7321 -17.7584
H -12.9757 -22.1641 -14.8513
H -15.3274 -21.0496 -16.2174
H -14.8278 -20.9645 -14.5035
C -27.7916 -21.7224 -12.8186
C -27.4662 -20.5037 -11.9998
C -27.6643 -19.1421 -12.6727
O -28.5073 -18.5034 -11.7574
C -28.6136 -19.2101 -10.6261
O -29.1505 -18.8405 -9.5719
O -28.1898 -20.4172 -10.8364
H -27.0877 -21.8420 -13.6422
H -28.7625 -21.6627 -13.3105
H -27.6989 -22.5957 -12.1730
H -26.4350 -20.5979 -11.6595
H -28.1352 -19.1176 -13.6554
H -26.7216 -18.5994 -12.7429
C -26.0523 -15.5839 -14.3444
C -27.2828 -15.4865 -15.2830
C -27.1746 -16.1099 -16.6376
O -28.3996 -16.7929 -16.8747
C -29.0667 -16.8931 -15.6851
O -30.1703 -17.4670 -15.5845
O -28.3971 -16.1992 -14.7351
H -26.1222 -14.9220 -13.4813
H -25.1798 -15.2912 -14.9286
H -25.9257 -16.6162 -14.0181
H -27.6185 -14.4528 -15.3662
H -26.3027 -16.7638 -16.6571
H -26.9672 -15.2833 -17.3172
C -23.8382 -17.2644 -22.5272
C -24.8210 -18.1118 -21.6828
C -24.4172 -19.5720 -21.4872
O -24.1018 -19.6584 -20.1103
C -24.3390 -18.4547 -19.4488
O -24.3021 -18.2742 -18.2393
O -24.7627 -17.6058 -20.3256
H -22.8087 -17.3610 -22.1824
H -24.0959 -16.2139 -22.3928
H -23.9986 -17.5604 -23.5639
H -25.8615 -17.9251 -21.9485
H -23.4849 -19.8198 -21.9946
H -25.1924 -20.2891 -21.7571
*
```

Properties
- Energy: -182375.1836 eV
- F_max: 0.1202 Eh/bohr
- Expectation value of S²: 0.75

Entry 7:
An isolated ion of composition C27H53BrN3S2 and charge +1. Source: OMol25; level of theory: ωB97M-V/def2-TZVPD.

Geometry as ORCA input:
```
! wB97M-V def2-TZVPD RIJCOSX def2/J DEFGRID3
* xyz 1 1
C 3.8158 -2.7663 1.8296
C 4.3206 -3.5412 0.4564
C 5.2931 -2.6000 -0.4759
C 4.3220 -1.6217 -1.3724
C 4.8848 -0.0698 -1.1111
C 4.0887 0.4874 0.2220
C 4.1758 2.1223 0.3066
C 3.2860 2.9263 -0.8112
N 1.7891 2.8763 -0.5993
C 1.2199 3.6577 -1.8022
C -0.3961 3.4653 -2.0000
C -0.9403 1.9279 -1.8303
C 0.0313 0.7834 -2.4941
C -0.9147 -0.2805 -3.3312
C -0.4911 -1.8557 -3.1382
C -1.7656 -2.6069 -2.3617
C -1.3076 -3.9343 -1.5050
C 1.3494 3.6001 0.6587
S 2.2797 4.8337 1.4469
S -0.3333 3.2465 1.4925
C -0.0897 2.6295 3.2443
C -1.5814 2.0600 3.7411
C -1.6123 0.4375 3.9769
C -1.9008 -0.4487 2.6178
Br -0.3359 -0.4641 1.3265
C -1.8623 -2.0192 3.1689
C -3.4074 -2.6436 3.3079
C -4.1112 -1.5167 2.3081
N -3.2914 -0.4236 2.0008
C -3.9843 0.5943 1.1221
C -4.2906 0.0469 -0.4207
C -5.5682 0.8314 -1.0884
N -5.3271 0.9116 -2.6055
H 3.1452 -3.4498 2.5262
H 4.7338 -2.3705 2.4810
H 3.1930 -1.8036 1.5513
H 3.3632 -3.8825 -0.1245
H 4.9216 -4.5130 0.7365
H 5.8643 -3.2976 -1.2248
H 6.0058 -1.9323 0.1954
H 3.2414 -1.6778 -0.9226
H 4.3648 -1.8133 -2.5264
H 6.0609 -0.0773 -0.9551
H 4.6556 0.5211 -2.0960
H 4.7033 0.0747 1.1586
H 2.9981 0.0813 0.3427
H 5.3148 2.4050 0.0880
H 3.9835 2.4827 1.4199
H 3.4911 2.3804 -1.8529
H 3.6240 4.0497 -0.9882
H 1.4497 4.8003 -1.5500
H 1.7878 3.3680 -2.8116
H -0.9538 4.1449 -1.2019
H -0.7869 3.8500 -3.0603
H -1.9889 1.8843 -2.3991
H -1.1623 1.5957 -0.7299
H 0.8925 1.2373 -3.1503
H 0.5569 0.1720 -1.6269
H -2.0652 -0.2006 -3.0311
H -0.8732 0.0833 -4.4672
H -0.4464 -2.3671 -4.2061
H 0.4820 -2.0342 -2.5128
H -2.2911 -1.8785 -1.5933
H -2.5904 -2.8393 -3.1873
H -0.1524 -4.0758 -1.6973
H -1.4750 -3.8110 -0.3405
H -1.9261 -4.8461 -1.9553
H 0.1478 3.5798 3.9187
H 0.7179 1.7917 3.3711
H -2.3951 2.3365 2.9127
H -1.9463 2.6416 4.7177
H -2.4719 0.1358 4.7460
H -0.5493 0.1259 4.3935
H -1.4964 -2.6062 2.1965
H -1.1069 -2.2827 4.0365
H -3.4483 -3.7674 2.9122
H -3.6977 -2.6506 4.4416
H -5.1968 -1.5398 1.8641
H -5.0537 0.8305 1.5943
H -3.3354 1.5803 1.0185
H -4.5207 -1.1017 -0.4656
H -3.3575 0.2552 -1.0972
H -5.6937 1.9012 -0.5931
H -6.5979 0.2848 -0.9550
H -4.5331 1.6112 -2.6873
H -4.9316 -0.0328 -2.8935
*
```

Properties
- Energy: -125021.6982 eV
- F_max: 0.0950 Eh/bohr
- SMILES: CCCCCCCCN(CCCCCCCC)C(=S)SCCC[C@@]1(Br)CCC=[N+]1CCCN

Q: Which of these has the lowest F_max?
A: C3H8N2OS

Please write out number 5 again, unchanged.
An isolated molecule of CH3NOP2S. Source: OMol25; level of theory: ωB97M-V/def2-TZVPD.

Geometry as ORCA input:
```
! wB97M-V def2-TZVPD RIJCOSX def2/J DEFGRID3
* xyz 0 1
C -0.5136 -0.3777 -0.9046
N 0.6712 -1.0568 -0.8267
O 1.2598 0.0713 1.3406
P 1.7513 -1.0532 0.2722
P 0.2442 1.5138 1.2277
S -0.4892 1.5067 -0.7866
H -1.0698 -0.5617 -1.8408
H -0.9885 -0.7404 0.0590
H -0.8654 0.6981 1.4593
*
```

Properties
- F_max: 0.0581 Eh/bohr
- SMILES: C1N=POPS1
- Relative energy (zero: lowest compared OMol25 entry of this formula, charge and spin): 67.3 kJ/mol